Computed, not measured: a molecular structure, C51H69AsBaBrN8O3S in a non-equilibrium geometry, with ωB97M-V with the def2-TZVPD basis set.

Calculated values
LUMO level = -2.11 eV
charge = +1
HOMO energy = -9.85 eV
total energy = -7881.8743 a.u.
spin multiplicity = 1
ΔE to the lowest compared entry with this formula, charge and spin = 40.9 kcal per mole

Last column: Mulliken charge in e.
Cartesian coordinates (Å):
Ba  -0.30407  -0.17295  0.37916  2.60
Br  3.33229  1.78290  0.79103  0.00
As  -3.19055  -1.02979  0.68573  0.19
S  0.73722  2.29213  -2.25651  -0.43
O  0.61971  -5.66358  5.78354  -0.41
O  -1.01388  0.25536  2.38091  -1.42
O  -2.24938  2.51549  2.09203  -0.43
N  0.33630  1.19916  4.04631  0.26
N  -0.58421  -0.54851  -2.10260  1.40
N  1.37686  0.32415  3.84765  -0.63
N  1.27333  -3.47936  4.19596  0.01
N  0.72216  -2.44454  1.99470  -0.35
N  1.67908  -1.27207  -0.77942  0.40
N  -0.51096  4.47891  -1.29622  -0.21
N  0.95679  4.81241  -3.07297  0.11
C  -1.85989  -0.23283  -4.10155  -0.28
C  5.77893  -4.25167  -1.61330  -2.13
C  5.19466  -3.21339  -3.80027  -1.49
C  -5.79160  -0.80108  2.04976  -1.30
C  3.31742  5.51436  2.86574  -0.58
C  -1.68639  6.30199  -0.26607  -1.22
C  2.20097  -4.62407  4.28972  -0.67
C  1.53149  -1.75153  -2.03443  -0.25
C  -0.94776  0.54573  3.76438  0.97
C  2.43245  0.71122  3.22860  -0.96
C  0.13287  -1.53338  -4.14081  -0.44
C  1.52732  6.94625  -4.10051  -1.52
C  1.98175  6.03473  0.48868  -0.18
C  3.76165  -2.44705  -0.61746  -0.69
C  3.60418  -2.97331  -1.89248  0.40
C  0.96464  -2.93591  3.02071  0.10
C  2.77641  -1.62448  -0.09786  -0.99
C  -2.62963  2.41967  3.40533  0.62
C  3.91642  -5.20834  -2.96240  -1.52
C  3.48161  6.74353  2.23115  -0.63
C  -3.61716  -2.69630  -1.65861  -1.19
C  -0.72795  5.78731  -1.29895  0.95
C  -0.10047  6.67443  -2.19096  -1.07
C  0.04368  -0.87018  -7.09210  -1.55
C  0.37936  -3.30554  5.36280  0.08
C  2.63550  2.01473  2.54855  0.39
C  -2.76141  -2.67099  3.05619  -0.64
C  -4.26458  -1.54214  -0.88004  -0.69
C  1.41076  -5.86110  4.61476  -0.54
C  0.36067  3.93520  -2.19631  -0.18
C  2.49757  4.53266  2.30737  -0.07
C  2.81171  7.00695  1.03921  -0.85
C  -1.31397  -2.88346  -6.44289  -1.47
C  -4.53185  -0.02960  1.66782  -0.27
C  -1.62130  -0.01983  -2.75849  -1.64
C  1.82270  4.80403  1.11790  0.16
C  4.62261  -3.90754  -2.55172  1.90
C  0.76097  6.15233  -3.09106  0.96
C  -3.50859  2.21264  6.04506  -0.89
C  -3.29210  -2.75924  1.61174  -1.11
C  -2.51586  1.37060  5.56045  -0.55
C  2.45399  -2.60680  -2.59325  -0.53
C  0.31153  -1.27480  -2.79983  -0.64
C  -2.05709  1.46158  4.24869  0.15
C  2.34909  3.22186  3.00997  -0.80
C  -2.43253  -0.69643  -6.86227  -2.15
C  -1.17678  -1.35904  -6.29606  1.79
C  -3.61290  3.27778  3.87602  -0.74
C  -0.97771  -1.02781  -4.82001  0.22
C  -0.32528  -4.60447  5.62390  -0.62
C  -4.04805  3.17394  5.19058  -0.45
H  5.94231  -3.85998  -4.27711  0.43
H  0.86663  -2.12104  -4.68318  0.45
H  4.63357  -2.67020  -0.01160  0.55
H  -2.53265  -2.60329  -1.72843  0.07
H  2.28780  -3.00457  -3.58725  0.39
H  -6.50922  -0.12538  2.52158  0.44
H  -3.82585  -3.65697  -1.18433  0.38
H  -4.03440  0.35538  2.55085  -0.27
H  0.41366  2.07618  3.54219  0.16
H  -2.79805  -3.65118  3.54510  0.47
H  -3.33931  -1.02410  -6.34056  0.39
H  -5.26524  -1.82069  -0.55941  0.51
H  2.01863  3.25568  4.04917  0.69
H  -3.99826  -2.74714  -2.67979  0.41
H  -0.99890  -4.83012  4.79255  0.32
H  0.76715  -6.11457  3.77045  0.29
H  0.17866  0.21347  -6.98217  0.34
H  3.23839  -0.01726  3.16188  0.72
H  3.46751  -5.70676  -2.09451  0.35
H  2.86259  -1.23730  0.91436  0.55
H  2.59478  6.92460  -3.86615  0.36
H  -4.32491  -3.09007  1.59182  0.57
H  5.68011  -2.26511  -3.53817  0.36
H  -2.60194  5.70649  -0.29082  0.33
H  -0.93368  -0.36463  4.35774  -0.75
H  3.12537  -5.03051  -3.69911  0.32
H  -6.28804  -1.25221  1.19075  0.29
H  -0.29192  7.73939  -2.16339  0.37
H  -4.75708  0.83053  1.05043  0.69
H  -2.71408  -3.46608  1.02254  0.59
H  -2.16848  -3.26023  -5.86710  0.33
H  2.90993  -4.41713  5.08505  0.34
H  -1.71397  1.69908  1.95173  0.41
H  -3.35579  -1.97699  3.66368  0.18
H  -1.24239  6.16678  0.72565  0.21
H  2.93018  7.96941  0.54577  0.42
H  2.74240  -4.73326  3.35368  0.42
H  1.19376  7.98040  -4.10284  0.37
H  -2.29781  0.60604  -2.17526  0.55
H  -2.72495  0.22747  -4.56754  0.54
H  1.59937  4.38862  -3.71899  0.28
H  4.41223  -3.00198  -4.53863  0.31
H  -3.85824  2.12360  7.07122  0.41
H  -0.41401  -3.40681  -6.09857  0.31
H  6.46118  -4.93957  -2.12147  0.45
H  -1.92424  7.35612  -0.40979  0.39
H  -0.09661  -1.09191  -8.15682  0.46
H  -2.37846  0.39778  -6.80840  0.39
H  -1.72967  -2.31384  3.08249  -0.31
H  5.43027  -4.74518  -0.69871  0.39
H  4.13001  7.49470  2.66912  0.37
H  -0.90487  -4.54306  6.54154  0.40
H  0.99673  -3.04072  6.21688  0.30
H  -2.54085  -0.97099  -7.91523  0.45
H  3.84203  5.30736  3.79784  0.46
H  4.64165  -5.89639  -3.41298  0.44
H  -4.03085  4.01692  3.19447  0.45
H  1.39440  6.53117  -5.10217  0.40
H  0.96821  -1.36215  -6.76797  0.30
H  -1.47139  -3.14237  -7.49737  0.44
H  -4.82046  3.84626  5.55070  0.41
H  1.17398  4.05177  0.67843  0.55
H  -5.58470  -1.59958  2.76663  0.24
H  6.35713  -3.36462  -1.32857  0.37
H  -2.06767  0.62521  6.21905  0.42
H  -4.37082  -0.65388  -1.49854  0.50
H  1.45094  6.23797  -0.43975  0.40
H  -0.32158  -2.49450  5.17214  -0.20
H  2.07706  -6.69500  4.81055  0.38

Force components x, y, z for each atom (eV/Å):
1.76 0.91 -0.39
0.05 -0.02 -0.13
-1.38 -0.79 -0.36
-0.08 0.66 0.04
-0.02 0.12 -0.12
-1.00 0.91 3.85
-0.14 0.20 0.38
0.27 -0.73 0.25
-0.22 -0.39 -2.01
-0.12 0.62 -0.14
-0.13 0.48 -0.52
-0.02 -0.27 0.51
1.38 -0.87 -0.94
0.18 0.12 -0.32
0.06 -0.16 0.03
-0.13 0.09 -0.08
0.10 -0.01 0.12
0.04 0.05 -0.10
-0.05 0.12 0.11
0.04 0.12 -0.01
0.03 -0.10 0.02
-0.25 0.45 -0.15
-0.45 0.43 0.22
0.15 0.40 -0.74
-0.15 0.16 0.12
0.06 -0.10 -0.36
0.03 -0.11 0.01
0.04 -0.02 0.03
0.12 -0.05 0.08
0.14 -0.11 -0.15
0.16 -0.16 0.25
-0.38 0.04 -0.34
0.13 -0.07 -0.38
-0.04 -0.14 -0.04
-0.09 -0.13 -0.01
-0.19 0.05 0.01
-0.42 -0.64 0.30
-0.26 0.40 -0.02
0.10 0.06 -0.09
0.34 0.17 -0.42
-0.01 -0.51 -0.05
-0.17 -0.05 -0.12
0.14 -0.29 -0.03
-0.37 -0.07 0.30
-0.35 0.15 0.62
0.03 -0.25 0.16
0.00 -0.08 0.08
-0.01 -0.13 -0.04
-0.14 -0.23 0.26
0.28 -0.26 0.25
0.05 0.02 -0.07
-0.07 0.12 0.04
0.31 -0.13 -0.47
0.00 0.05 -0.11
0.36 0.26 0.53
0.05 -0.04 0.10
0.17 -0.23 -0.21
0.11 0.05 0.62
-0.12 -0.11 0.06
-0.06 0.66 0.17
-0.11 0.08 -0.06
0.03 0.02 0.05
-0.18 0.15 0.12
0.04 -0.10 -0.18
0.12 -0.49 0.00
0.02 -0.02 0.04
-0.15 0.12 0.09
-0.15 0.11 0.08
-0.14 0.01 -0.11
0.10 0.09 0.00
0.05 0.06 0.11
0.02 -0.05 -0.02
0.00 0.05 0.01
0.06 0.10 0.21
0.00 0.12 -0.19
-0.03 0.10 -0.07
0.14 0.03 -0.08
-0.10 -0.05 -0.01
0.09 0.09 -0.08
-0.04 -0.03 0.00
-0.10 -0.08 -0.08
-0.15 -0.09 -0.15
-0.03 -0.20 -0.01
-0.09 0.07 -0.07
0.08 0.09 -0.14
-0.04 -0.02 -0.17
-0.05 -0.01 0.00
-0.19 -0.08 0.01
-0.09 -0.17 -0.03
0.10 0.05 0.02
-0.09 -0.30 0.08
0.12 -0.04 0.11
0.00 0.03 -0.02
-0.01 -0.12 0.02
-0.14 0.27 -0.15
0.14 -0.11 0.00
0.14 0.07 -0.10
0.15 0.10 0.15
-0.01 -0.07 0.03
0.04 -0.09 -0.13
-0.03 0.01 -0.09
0.00 -0.17 0.09
0.01 0.04 -0.08
0.00 -0.01 0.01
0.12 -0.11 -0.04
0.15 -0.10 0.09
0.21 -0.07 -0.22
0.13 -0.03 0.11
0.08 0.03 -0.22
-0.16 0.09 -0.06
-0.07 0.08 0.07
0.04 -0.08 -0.01
0.03 0.04 0.18
0.01 -0.17 -0.01
-0.06 -0.01 -0.10
0.03 0.06 -0.13
-0.06 -0.07 -0.03
0.00 -0.11 0.08
0.12 0.10 0.10
0.01 0.03 0.10
-0.11 0.06 -0.18
-0.12 0.12 0.07
0.07 -0.16 0.15
0.00 0.02 0.05
-0.16 0.09 -0.06
0.04 0.04 0.19
0.07 -0.07 -0.04
0.03 0.07 0.05
0.03 0.09 -0.05
-0.10 -0.12 -0.06
-0.10 0.13 -0.13
0.04 0.10 -0.13
0.29 -0.04 0.36
0.05 0.01 -0.08
0.01 -0.13 0.11



Computed, not measured: a molecular structure, C16H9F3NO6S3 in a non-equilibrium geometry, with ωB97M-V with the def2-TZVPD basis set.

Calculated values
LUMO level = -0.62 eV
charge = -1
HOMO energy = -4.25 eV
total energy = -2615.2094 a.u.
spin multiplicity = 1
ΔE to the lowest compared entry with this formula, charge and spin = 16.8 kcal per mole

Last column: Mulliken charge in e.
Cartesian coordinates (Å):
S  4.27360  0.77203  0.45639  -0.09
S  1.18001  1.68494  1.29615  1.21
S  0.35881  2.85756  -2.23587  0.78
F  4.11933  -2.36534  -0.19762  -0.11
F  2.48116  1.37145  -1.31156  0.00
F  6.09808  -1.39677  -0.70711  -0.19
O  0.96058  -4.51180  2.20532  -0.69
O  2.04125  2.75498  1.75851  -0.60
O  1.22187  -0.68634  -0.56266  -0.53
O  1.30250  3.93744  -2.31296  -0.61
O  -0.56146  2.75215  -3.39069  -0.67
O  0.58094  0.85781  2.36624  -0.56
N  1.44618  -2.67336  0.70884  -0.33
C  -1.48950  -4.57975  0.73922  -0.74
C  -1.86933  3.94245  -0.88780  -0.58
C  -1.11627  3.15307  1.68268  -0.73
C  -0.71119  3.18926  -0.68375  0.34
C  2.71271  0.86296  -0.06100  0.32
C  -1.82511  -2.34313  -1.06560  -0.30
C  -0.36553  2.74246  0.59802  0.28
C  -2.61783  -4.53128  -0.10996  -0.37
C  -0.68036  -3.44197  0.72702  0.51
C  -2.75283  -3.43074  -1.00709  -0.40
C  -0.71800  -2.34508  -0.14333  0.16
C  0.74530  -1.71371  -0.02464  0.31
C  -2.25698  3.97540  1.51940  -0.68
C  -2.62790  4.35027  0.21421  -0.34
C  4.73485  -1.24519  -0.55707  0.27
C  0.68528  -3.64093  1.34726  0.22
H  -3.36344  -5.32622  -0.03205  0.36
H  -2.01604  -1.59860  -1.86898  0.40
H  -2.20695  4.19857  -1.88992  0.42
H  -3.52772  4.93690  0.04021  0.34
H  -0.85662  2.84652  2.70431  0.35
H  -2.83945  4.30237  2.39292  0.34
H  4.26190  -0.83094  -1.45827  0.25
H  -3.61471  -3.44833  -1.69991  0.32
H  -1.18714  -5.37910  1.45116  0.35

Force components x, y, z for each atom (eV/Å):
1.33 -2.67 0.75
-1.07 0.91 0.99
-0.53 -3.51 -0.42
1.50 1.98 0.58
0.83 -1.97 2.70
-2.45 0.30 1.03
-0.08 2.18 -2.28
0.37 -0.38 -0.16
-0.17 -0.07 0.33
0.96 2.23 0.21
-0.42 0.66 0.68
1.38 0.48 -2.46
1.30 2.12 0.15
-0.89 1.39 -0.15
0.03 -0.09 1.02
-0.67 0.21 1.20
0.29 -0.13 0.48
-3.87 1.88 -2.26
0.37 -0.36 0.51
-0.53 0.41 -1.48
0.60 0.69 0.07
0.27 -1.96 0.06
0.18 -0.33 0.60
-1.15 -0.53 -1.03
0.23 -3.87 1.79
0.52 -0.18 -0.89
0.12 -0.35 0.45
-0.09 0.19 -2.04
-0.44 0.92 0.12
0.16 0.26 -0.47
0.52 -0.39 0.88
0.40 -0.07 0.00
0.12 -0.05 0.13
-0.04 0.05 -0.52
0.37 -0.26 -0.46
0.46 -0.41 0.22
0.62 0.18 0.43
-0.56 0.54 -0.75



> The highest ΔE to the lowest compared entry with this formula, charge and spin belongs to which entry?

C51H69AsBaBrN8O3S



> Among the records above, which one has the highest HOMO energy?

C16H9F3NO6S3



> Look up the LUMO level of the first one.

-2.11 eV



> What is the ΔE to the lowest compared entry with this formula, charge and spin in the first record?

40.9 kcal per mole